# C40H120O40

20 unconnected molecules or ions with the total composition C40H120O40 in a non-equilibrium geometry (ωB97M-V with the def2-TZVPD basis set, the OMol25 dataset).

Each line ends with the Mulliken charge.
Element x y z (Å)
C 11.3232 -19.3089 -10.0006  0.232
H 11.9774 -16.1553 -4.6946  0.018
H 11.1272 -10.0642 -3.3111  0.490
H 9.8482 -18.1118 3.1976  0.148
C 5.6736 -19.1591 -1.0742  0.228
H 7.1303 -14.1779 -9.5293  0.151
H 11.3345 -10.1262 -5.0483  0.029
H 8.0186 -16.7835 -10.5577  0.435
H 11.3128 -11.7030 -10.3092  0.253
O 4.0446 -13.7128 -1.7458  -0.599
H 10.4293 -21.7250 -2.6097  0.401
H 13.4400 -18.3668 -7.0572  0.488
H 7.1988 -21.8172 -1.9166  0.110
O 13.8368 -11.5116 -6.2681  -0.720
O 12.1902 -7.6794 -4.2737  -0.548
H 5.2164 -11.8274 -9.6617  0.443
H 8.1020 -13.9381 -0.0032  0.337
H 6.5420 -12.9043 -7.5139  -0.041
C 12.5587 -14.8634 -11.4314  0.537
H 9.2670 -14.3979 -4.6600  -0.809
C 12.3455 -12.9995 -7.5224  -0.100
H 9.7860 -20.6689 -9.3076  -0.136
H 14.2044 -13.4917 -6.4870  0.330
O 3.3864 -11.1727 -4.2187  -0.583
H 9.1056 -17.1056 -8.5932  -0.585
H 9.8313 -21.4949 2.3568  0.395
C 11.9034 -20.1433 -2.5041  -0.393
H 12.6378 -15.2231 -0.3164  0.336
C 9.4575 -16.4285 -9.3714  0.151
H 3.6381 -11.0796 -7.9618  0.563
C 3.6663 -13.2166 -3.0462  0.120
C 9.2178 -15.2201 -5.3739  1.293
C 9.5447 -11.5092 -10.7565  -0.991
H 4.2882 -13.5504 -3.8769  -0.301
H 4.5933 -11.2731 -2.5682  0.159
H 12.0778 -20.0491 -10.2665  0.586
H 6.2815 -12.2787 -5.6052  -0.534
C 11.8727 -10.0290 -4.1054  -0.162
H 8.4020 -11.3027 -5.8642  -0.095
O 11.3999 -18.2203 -10.9080  -0.636
C 8.9632 -16.5399 -4.6123  -0.583
H 12.6241 -13.9361 -10.8622  0.007
H 7.8040 -22.8186 1.6653  0.297
O 10.9890 -12.9631 -7.1192  0.083
C 12.2951 -22.4932 -6.5305  -0.447
H 8.7486 -11.7411 -8.8043  -0.084
H 5.3390 -21.2219 -1.0314  0.327
H 10.6698 -12.0728 -7.2839  -0.252
H 10.6310 -14.5204 -6.4017  -0.861
H 10.6516 -17.6205 -10.8644  0.289
O 6.5124 -12.6844 -8.4479  0.115
O 10.1392 -21.0406 -11.2791  -0.589
H 13.7217 -16.1231 -12.3849  0.354
H 10.4014 -20.6625 -1.1402  -0.003
H 12.1880 -14.2592 1.5242  0.312
C 7.3474 -10.7331 -4.0601  -0.478
H 14.5165 -17.1621 -5.4712  0.535
H 7.4443 -21.4589 -6.0221  0.209
H 9.3216 -14.4555 -10.0653  0.053
H 10.4538 -12.3901 -1.1759  0.264
H 12.9672 -13.1658 -5.4527  -0.030
H 10.9479 -13.7876 -12.5067  -0.038
H 9.8444 -17.7147 -3.4117  -0.528
C 11.3811 -14.0368 -1.6449  0.707
H 9.0941 -20.2959 -4.6994  -0.127
O 6.5649 -9.8821 -4.8638  -0.548
H 11.9956 -15.5677 -10.8191  0.060
C 11.0256 -23.3308 -6.9846  -0.350
H 11.0941 -16.9468 -6.2838  -1.166
O 10.0987 -23.4157 -5.9304  -0.603
H 11.9726 -19.9079 -3.5662  0.033
C 10.3988 -17.3082 2.7086  -0.629
H 6.7682 -21.6661 2.3296  0.249
C 10.4769 -17.5366 1.2013  0.649
O 7.4518 -15.0812 -9.4822  -0.751
O 12.9057 -15.9456 -4.8205  -0.500
H 8.6769 -21.6769 -7.1598  0.554
H 6.3817 -18.3829 -1.3644  -0.301
H 4.0757 -11.7721 -5.6838  0.255
H 3.0012 -10.3020 -4.0952  0.283
H 13.1498 -22.7444 -7.1585  0.438
O 7.5735 -22.8398 3.7562  -0.560
O 4.2278 -12.3405 -6.4423  -0.439
O 10.9980 -18.7929 0.8431  -0.773
O 7.2798 -18.7761 -6.0260  0.091
H 11.2284 -18.7958 -0.0888  0.333
H 10.5459 -16.4470 -9.4281  0.468
C 11.8201 -14.4013 -12.7324  -0.323
H 8.8154 -11.9629 -11.4276  0.401
C 13.3440 -12.8262 -6.4175  -0.221
H 6.8115 -19.7077 0.3775  0.348
H 8.8718 -12.3295 -4.5386  0.089
O 8.9660 -16.9205 -10.6301  -0.780
H 6.3106 -15.5919 -0.4989  0.335
H 5.4549 -20.6033 -2.7988  0.401
C 5.1710 -12.3677 -8.7161  -0.638
O 11.4456 -17.7697 -6.6313  0.910
O 6.2902 -16.8658 -7.5641  -0.566
H 10.5013 -14.6724 -1.5450  -0.203
H 11.1827 -20.8715 -6.0867  0.310
H 12.8420 -6.9796 -4.1892  0.301
O 10.6007 -12.3313 -10.4495  -0.264
H 12.5715 -12.2911 -8.3193  0.424
O 10.2338 -15.3807 -6.2474  2.415
H 11.3822 -19.0537 -8.9425  -0.494
C 8.8307 -14.9927 -9.2538  0.314
O 11.3702 -15.5361 -13.3723  -0.532
H 2.6705 -13.5752 -3.3065  0.683
H 8.2151 -13.9618 -2.2947  -0.333
H 11.8421 -14.5112 -2.5112  -0.135
H 13.6316 -8.9593 -4.7551  0.300
C 12.2828 -14.1946 -0.3831  -0.683
H 12.3430 -13.7450 -13.4281  0.345
H 13.2095 -17.9455 -4.6394  -0.171
H 8.9381 -19.0595 -7.2015  -0.225
O 9.3719 -20.9168 -5.3768  -0.324
H 4.2700 -17.4910 -7.3753  0.293
H 8.2160 -10.2881 -9.5986  0.658
H 13.1711 -16.6425 -7.3074  0.170
C 13.4373 -17.1272 -5.3224  -0.589
H 12.0603 -18.1699 3.2816  0.331
O 8.5781 -20.2854 1.1574  -0.293
H 4.6685 -18.7811 -1.2618  0.403
O 10.9907 -12.7124 -1.9036  -0.443
H 6.6509 -11.2703 -3.4164  -0.062
H 13.1809 -13.5939 -0.5268  0.395
C 4.9146 -16.6429 -7.1445  -0.608
H 7.9414 -16.5939 -4.2367  0.510
C 8.8195 -21.0896 2.3444  -0.337
C 8.3614 -20.9882 -6.3762  -0.628
O 12.5336 -11.2390 -3.9140  -0.497
H 9.1377 -14.4821 -8.3410  0.127
C 12.8578 -17.5079 -6.7233  -0.522
C 7.7162 -22.1643 2.5327  -0.548
H 9.8625 -22.5234 -5.6667  0.486
O 5.9195 -19.3622 0.2964  -0.569
H 5.7682 -15.9050 -5.3463  -0.162
H 12.5931 -22.8610 -5.5486  0.228
H 4.5344 -15.8248 -7.7564  0.444
C 5.7568 -20.5215 -1.7547  -0.521
O 12.0275 -21.0533 -6.5049  -0.474
C 4.5746 -11.5196 -7.6191  -0.590
O 13.8540 -15.3945 -11.7739  -0.586
H 6.9846 -18.0144 -6.5301  0.135
H 5.4731 -18.0088 -4.9894  0.363
H 9.5374 -17.2795 0.7121  0.015
H 5.6786 -13.3158 -1.5516  0.310
H 6.5585 -16.2362 -8.2373  0.172
H 4.4904 -13.1767 -8.9814  0.227
H 3.3986 -14.3968 -1.5552  0.308
C 10.4897 -20.7067 -2.2257  -0.374
C 8.0276 -11.7848 -4.9612  0.060
H 8.9056 -20.3861 3.1725  0.233
H 11.1152 -16.7248 0.8526  -0.050
H 8.3423 -14.9111 -5.9450  -0.240
H 9.8650 -10.6044 -11.2730  0.417
H 9.7053 -9.3295 -8.4638  0.309
O 7.0734 -12.7814 -5.4013  1.219
C 7.2361 -14.2987 -1.9539  0.133
H 12.5819 -20.9781 -2.3282  0.565
C 9.0932 -10.9100 -9.4196  -0.046
H 8.7159 -19.8168 -2.2282  -0.209
C 4.8277 -16.3522 -5.6681  -0.027
H 13.4338 -11.1149 -5.4924  0.359
H 10.7069 -22.8965 -7.9322  0.049
C 7.3073 -15.3821 -0.8870  0.610
H 12.0625 -15.8403 -13.9638  0.335
H 8.0301 -10.1415 -3.4500  0.482
H 6.9641 -22.3582 4.3203  0.340
H 2.8575 -11.3830 -2.2463  0.416
O 10.1467 -10.0564 -8.9090  -0.583
O 12.1518 -19.0757 -1.6313  -0.448
H 12.4404 -13.9332 -8.0767  0.004
H 5.2171 -10.7081 -7.2773  0.189
H 5.9850 -9.2900 -4.3793  0.310
H 11.0131 -21.4317 -11.2091  0.365
H 6.5904 -14.6233 -2.7698  0.379
O 9.4808 -19.8090 -2.8082  0.007
C 12.8801 -8.9010 -3.9678  -0.319
C 3.6447 -11.6489 -2.9518  -0.575
O 9.8669 -16.7674 -3.5653  0.500
O 11.6138 -13.8824 0.8535  -0.574
H 11.2482 -24.3770 -7.1943  0.455
O 6.6043 -13.1751 -1.3394  -0.686
H 9.0828 -19.4830 -10.3087  0.111
H 13.3445 -8.9382 -2.9823  0.256
H 3.9711 -15.7215 -5.4300  0.426
H 12.2066 -11.6705 -3.1213  0.209
C 9.9698 -20.1112 -10.2259  0.231
H 8.9949 -17.3653 -5.3236  -0.717
O 7.1254 -20.8763 -1.7410  -0.278
H 7.5027 -19.7818 -7.8645  0.619
O 11.7190 -17.2731 3.2527  -0.590
O 4.6290 -17.5519 -4.9704  -0.645
O 8.0967 -14.8848 0.1559  -0.506
H 9.3846 -19.7799 1.0321  0.256
C 8.0259 -19.5898 -6.9278  -0.065
H 7.7323 -16.3237 -1.2348  -0.624
H 13.0911 -18.8775 -1.6369  0.210
H 9.8898 -16.3764 2.9550  0.344

Force components x, y, z for each atom (eV/Å):
-2.8 -0.3 -0.8
-0.5 0.3 0.3
-0.4 1.1 0.0
-0.3 -0.1 0.0
-0.3 -0.4 0.0
-0.4 0.3 0.3
0.2 0.8 -0.3
-0.3 -0.1 -0.4
0.5 -0.3 0.2
-0.6 0.0 -1.1
-0.3 0.1 -0.1
-0.6 -0.3 -0.2
0.2 0.0 0.0
0.1 0.4 -0.8
0.0 0.0 0.7
-0.2 0.6 0.1
0.0 0.3 0.6
0.5 -0.4 0.5
0.3 1.5 -1.5
0.9 0.1 0.3
0.6 -0.6 -1.1
0.1 -0.2 0.4
0.2 0.0 -0.8
-0.6 1.1 -0.8
0.2 0.1 0.4
0.0 -0.6 -0.6
-1.3 -1.6 -0.5
-0.1 -0.3 -0.3
-1.5 1.0 -0.3
0.0 0.1 -0.3
-0.4 1.4 0.4
-2.8 -0.7 1.7
-0.6 2.3 0.7
0.6 0.0 0.3
0.2 -0.1 0.1
0.5 0.4 0.1
-0.6 -0.1 -0.1
-0.7 -0.5 1.0
0.2 0.4 0.0
1.5 -0.3 0.0
-0.8 0.4 -1.1
0.9 -0.1 0.4
0.2 -0.7 0.4
-0.2 0.7 0.2
-1.4 -0.2 0.0
0.5 0.2 0.7
-1.1 0.1 -0.5
-0.3 0.1 0.1
0.3 0.5 -0.4
-0.4 -0.5 -0.1
0.0 -0.5 0.0
-0.9 0.2 -0.6
-0.2 -0.2 0.1
-0.4 -0.4 0.1
-0.2 0.1 0.4
-0.1 -0.8 0.4
0.2 0.9 0.4
-0.2 0.1 0.5
-0.1 0.3 -0.2
0.0 -0.1 0.2
-0.7 0.0 0.0
-0.2 -0.2 0.5
0.2 -0.4 0.4
-0.1 -1.5 1.5
0.0 0.2 0.7
-0.2 0.3 -1.5
-0.3 -0.1 -0.4
1.8 0.3 0.8
-0.6 0.5 -0.2
-0.3 -0.2 -0.5
0.1 0.5 -0.1
0.4 -1.1 -0.3
-0.1 0.4 -0.1
-0.2 1.9 0.1
-0.5 -0.6 0.2
0.4 0.7 0.0
0.4 0.4 -0.2
0.1 -0.2 -1.0
-0.3 0.4 0.2
-0.1 0.1 -0.5
-0.1 0.7 -0.4
0.9 -0.3 0.0
1.1 -0.3 -1.7
-0.5 -0.4 1.0
0.2 -1.5 0.6
0.4 0.0 -0.5
-0.1 0.4 0.4
-0.4 0.1 1.6
-0.3 -0.4 0.6
0.7 -0.4 1.3
0.6 -0.2 0.3
-0.2 0.2 0.5
0.3 -0.1 0.4
-0.3 0.0 -0.2
-0.8 0.2 0.2
-0.3 1.2 -0.6
1.6 -0.3 -0.5
-1.0 -0.6 0.7
-0.3 0.0 0.5
-0.4 -0.1 0.2
-0.1 0.2 -0.1
1.4 -0.9 -0.5
-0.2 0.6 0.2
2.2 -0.4 -0.6
0.3 0.4 0.1
2.5 -0.9 -0.3
-0.5 -1.3 -1.4
-0.2 0.2 0.1
0.1 -0.3 -0.2
0.6 0.7 -0.1
0.4 -0.7 0.2
-0.3 -0.1 -0.7
1.0 -0.1 0.3
0.0 -0.3 0.2
0.4 -0.1 0.1
-0.2 -0.3 -0.5
0.3 -0.3 0.0
-0.2 0.1 0.0
-0.7 0.1 -0.8
-0.3 -2.1 -1.2
0.0 -0.1 -0.1
-0.5 -1.4 0.7
-0.1 0.2 0.5
0.3 0.7 -0.6
0.3 -0.3 0.5
0.0 0.4 0.1
0.5 0.9 -1.2
-0.3 0.4 0.2
0.3 0.7 0.7
-0.6 1.2 -0.2
1.3 -1.1 -0.1
-0.4 -0.1 0.3
0.5 0.3 1.9
-0.8 1.5 -1.3
-0.1 0.2 0.5
-0.9 0.2 0.4
0.0 0.5 0.0
-0.2 0.1 0.4
-0.1 0.3 0.1
1.0 0.3 0.3
1.2 -1.5 -0.6
-1.2 -0.3 1.2
-0.5 0.7 0.6
0.0 0.6 -0.6
0.2 -0.5 0.1
-0.5 -0.5 0.1
-0.4 0.1 0.6
0.2 0.5 -0.3
0.2 -0.7 0.6
0.3 -0.2 0.4
0.5 1.8 -0.2
-0.5 0.1 -0.5
-0.7 0.0 0.5
0.5 0.0 -0.2
-0.7 -0.5 0.0
0.4 0.0 -0.6
0.2 0.1 0.1
0.4 0.4 0.4
-0.9 -0.4 0.3
0.3 0.0 0.1
-1.4 0.2 -1.1
-0.5 -0.3 0.1
0.0 -0.2 -0.2
0.0 -0.4 0.2
-0.7 0.3 0.0
0.2 0.0 -0.4
-0.1 -0.2 -0.1
0.3 -0.2 0.0
0.1 0.1 -0.1
-0.1 0.1 0.1
-0.4 -1.1 0.0
0.1 0.5 0.0
0.3 -0.5 0.5
0.4 0.0 -0.3
0.2 -0.2 0.4
0.0 0.1 0.1
0.4 -0.2 -0.4
1.4 -0.5 0.1
-0.9 0.5 -1.4
0.3 -2.3 1.2
0.7 0.5 0.1
0.2 0.1 -1.0
0.6 0.1 -0.1
0.7 0.5 -0.4
0.2 0.1 -0.9
-0.1 0.2 0.1
0.1 0.2 -0.1
-0.2 -0.3 0.2
1.8 -0.1 1.3
0.2 0.0 -0.2
1.4 -0.1 -0.1
-0.5 0.2 -0.1
-0.1 0.4 0.2
-0.1 -0.4 0.8
0.7 0.0 0.5
0.6 0.3 -0.2
0.2 -0.7 -0.4
0.1 0.0 -0.2
0.1 0.1 0.0
0.2 0.1 -0.3

## Properties
- energy (eV) = -125315.406
- LUMO energy (eV) = -0.3
- net charge = 0
- energy relative to the best compared isomer or geometry (same formula, charge and spin) (kcal/mol) = 77.7
- orbital gap (eV) = 8.6